Here is a 2-piece molecular cluster, C4H8N2OS3 overall from the OMol25 dataset. Energies are from ωB97M-V with the def2-TZVPD basis set.

## Properties
E in a.u.: -1536.32570
Orbital gap (alpha / beta) in eV: 7.8 / 7.5
Highest occupied orbital energy (alpha / beta) in Eh: -0.287 / -0.268
Energy above the lowest of the compared OMol25 structures with the same formula, charge and spin in eV: 2.375

Structure (XYZ):
```
18
Properties=species:S:1:pos:R:3:forces:R:3:mulliken_charge:R:1
C -2.629 -0.158 0.029 -1.6 1.0 1.4 0.265
C -0.650 -1.615 -0.071 0.3 -0.6 0.2 0.257
C 1.079 0.608 -0.038 -0.3 -0.6 -1.4 -0.937
C 0.386 1.429 -1.014 -1.0 1.9 -1.4 0.365
N -2.262 -0.634 1.269 1.5 -0.7 -1.4 -0.164
N -1.122 -1.538 1.243 -1.7 1.2 1.0 -0.363
O -0.069 2.671 -0.357 -0.6 -1.4 1.0 -0.574
S -3.876 0.946 -0.132 1.1 -0.7 -0.2 -0.311
S -1.743 -0.935 -1.274 -0.8 -0.4 1.0 -0.150
S 0.142 -3.153 -0.387 -1.1 -0.8 2.5 -0.225
H 1.464 -0.356 -0.357 0.3 0.4 0.4 0.357
H 1.174 1.057 0.912 0.3 -0.1 1.0 0.362
H 0.937 1.855 -1.861 0.7 -0.8 -0.1 0.310
H -0.436 0.792 -1.550 0.9 1.6 1.0 -0.103
H -2.432 -0.168 2.164 0.0 0.1 -0.9 0.238
H -1.432 -2.363 1.780 0.5 -0.1 -0.9 0.274
H -0.050 3.510 -0.826 0.2 -0.7 -0.7 0.296
H 0.662 -2.796 -1.464 1.4 0.8 -2.7 0.105
```
Positions in Å, forces in eV/Å.